No. 1
This record from OMol25 describes an isolated molecule of C4H5NO2. The level of theory is the ωB97M-V functional and the def2-TZVPD basis.

Geometry as ORCA input:
```
! RIJCOSX wB97M-V def2-TZVPD def2/J DEFGRID3
* xyz 0 1
O -2.01 0.15 -0.12
C -0.68 0.25 -0.10
C 0.20 1.07 -0.75
C 1.47 0.64 -0.28
C 1.31 -0.45 0.56
N -0.03 -0.70 0.61
O -0.74 -1.78 1.15
H -2.25 0.36 -1.05
H 0.00 1.92 -1.42
H 2.32 1.29 -0.40
H 2.10 -1.07 1.00
H -1.69 -1.67 0.79
*
```

Values from the calculation:
Maximum force: 2.218 eV Å⁻¹
SMILES: Oc1cccn1O
HOMO level: -8.0 eV
Relative energy (zero: lowest compared OMol25 entry of this formula, charge and spin): 284.0 kJ/mol
Molar mass: 99.089 g/mol
HOMO-LUMO gap: 8.510 eV

***

No. 2
This record from OMol25 describes a cluster of 2 separate species, C6H10O in total. The level of theory is the ωB97M-V functional and the def2-TZVPD basis.

Geometry as ORCA input:
```
! RIJCOSX wB97M-V def2-TZVPD def2/J DEFGRID3
* xyz 0 1
C -1.95 0.25 0.04
C -0.73 0.20 0.95
C 0.19 -0.98 0.61
C 1.56 -1.04 1.00
C 1.45 -0.24 -0.14
C 1.02 1.20 -0.18
O 0.06 1.37 0.85
H -2.59 -0.63 0.21
H -1.65 0.25 -1.02
H -2.53 1.15 0.24
H -1.04 0.14 1.99
H 0.49 -0.93 -1.36
H -0.30 -1.85 0.15
H 2.17 -1.92 1.14
H 1.56 -0.70 -1.24
H 1.85 1.88 0.04
H 0.61 1.44 -1.17
*
```

Values from the calculation:
Maximum force: 0.257 eV Å⁻¹
HOMO level: -8.1 eV
Relative energy (zero: lowest compared OMol25 entry of this formula, charge and spin): 541.5 kJ/mol
Molar mass: 98.145 g/mol
HOMO-LUMO gap: 8.481 eV

***

No. 3
This record from OMol25 describes an isolated molecule of C4H7N3. The level of theory is the ωB97M-V functional and the def2-TZVPD basis.

Geometry as ORCA input:
```
! RIJCOSX wB97M-V def2-TZVPD def2/J DEFGRID3
* xyz 0 1
H -2.50 1.75 -0.05
N -1.55 1.47 0.10
C -1.49 0.20 -0.01
C -2.67 -0.64 -0.25
N -3.63 -1.27 -0.43
N -0.29 -0.42 0.03
C 1.00 0.42 0.33
C 2.18 -0.39 -0.16
H -0.39 -1.43 0.15
H 1.09 1.41 -0.16
H 1.00 0.63 1.40
H 1.91 -0.51 -1.26
H 2.18 -1.38 0.34
H 3.15 0.14 -0.03
*
```

Values from the calculation:
Maximum force: 1.498 eV Å⁻¹
SMILES: [H]/N=C(\C#N)NCC
HOMO level: -9.6 eV
Relative energy (zero: lowest compared OMol25 entry of this formula, charge and spin): 93.9 kJ/mol
Molar mass: 97.121 g/mol
HOMO-LUMO gap: 10.441 eV

***

No. 4
This record from OMol25 describes an isolated molecule of CH4N2S2. The level of theory is the ωB97M-V functional and the def2-TZVPD basis.

Geometry as ORCA input:
```
! RIJCOSX wB97M-V def2-TZVPD def2/J DEFGRID3
* xyz 0 1
S 0.40 -2.37 0.36
N 0.62 -0.98 1.07
C 0.42 0.38 0.66
N 0.27 0.74 -0.72
S -1.37 0.87 -1.15
H 1.19 1.06 1.05
H -0.54 0.59 1.15
H 0.77 0.11 -1.32
H -1.76 -0.40 -1.11
*
```

Values from the calculation:
Maximum force: 1.687 eV Å⁻¹
SMILES: S=NCNS
HOMO level (alpha / beta): -8.5 / -8.5 eV
Relative energy (zero: lowest compared OMol25 entry of this formula, charge and spin): 258.2 kJ/mol
Molar mass: 108.191 g/mol
HOMO-LUMO gap (alpha / beta): 7.198 / 7.188 eV

***

No. 5
This record from OMol25 describes a structure of composition C12H36AlO28S4Y2. The level of theory is the ωB97M-V functional and the def2-TZVPD basis.

Geometry as ORCA input:
```
! RIJCOSX wB97M-V def2-TZVPD def2/J DEFGRID3
* xyz 2 2
Y -2.17 1.04 -2.64
Y 2.66 3.07 -2.29
Al 0.79 -2.61 -3.37
S 0.84 0.37 -0.74
O 0.77 0.40 0.68
O 1.74 1.38 -1.18
O 1.38 -0.82 -1.30
O -0.52 0.64 -1.22
S 0.94 1.05 -4.58
O 1.98 1.92 -4.01
O 1.51 -0.29 -4.59
O -0.25 1.11 -3.82
O 0.59 1.50 -5.92
S -2.51 -1.81 -2.09
O -3.28 -0.65 -1.69
O -1.65 -2.32 -1.08
O -3.27 -2.91 -2.57
O -1.66 -1.18 -3.10
S -0.66 4.13 -2.98
O 0.60 3.74 -2.31
O -0.99 5.47 -2.54
O -0.40 4.14 -4.41
O -1.70 3.16 -2.58
C 3.33 -2.20 1.16
C 4.70 -2.22 1.75
O 5.42 -1.01 1.75
O 2.56 -1.64 2.11
H 3.03 -3.24 1.12
H 3.30 -1.74 0.17
H 5.11 -3.01 1.12
H 4.62 -2.62 2.76
H 4.91 -0.26 2.06
H 1.88 -1.11 1.68
C 2.96 5.44 0.18
C 2.56 4.20 0.98
O 3.03 3.02 0.29
O 2.63 5.43 -1.24
H 3.97 5.78 0.42
H 2.45 6.31 0.60
H 1.48 4.05 1.03
H 2.85 4.17 2.04
H 2.86 2.28 0.88
H 2.34 6.28 -1.58
C -2.78 -2.35 2.12
C -1.34 -2.68 2.45
O -0.50 -2.03 1.51
O -3.14 -3.30 1.12
H -2.95 -1.32 1.82
H -3.48 -2.49 2.93
H -1.10 -3.74 2.55
H -1.06 -2.30 3.44
H -0.72 -1.14 1.23
H -2.79 -3.01 0.28
C 0.78 -4.69 -0.09
C -0.36 -5.21 -0.96
O 0.16 -5.59 -2.21
O 0.97 -3.36 -0.41
H 1.77 -5.10 -0.25
H 0.52 -4.67 0.97
H -1.12 -4.45 -1.16
H -0.68 -6.17 -0.55
H 0.25 -6.54 -2.32
H 0.40 -2.74 0.06
C 0.28 0.44 4.62
C -0.75 0.94 3.58
O -0.11 1.77 2.56
O 1.56 0.27 4.10
H -0.09 -0.49 5.05
H 0.49 1.12 5.45
H -1.58 1.44 4.08
H -1.22 0.14 3.01
H 0.42 1.19 2.02
H 1.62 -0.59 3.67
C -5.11 1.43 -1.31
C -4.13 2.11 -0.31
O -2.80 1.85 -0.49
O -4.55 1.56 -2.65
H -6.12 1.82 -1.26
H -5.17 0.44 -0.86
H -4.41 1.95 0.73
H -4.16 3.20 -0.41
H -2.41 2.32 0.25
H -5.27 1.57 -3.29
*
```

Values from the calculation:
Maximum force: 6.502 eV Å⁻¹
HOMO level (alpha / beta): -13.7 / -13.6 eV
Molar mass: 961.454 g/mol
HOMO-LUMO gap (alpha / beta): 3.592 / 3.528 eV